Computed, not measured: the molecule C4H6OS in a non-equilibrium geometry, with ωB97M-V/def2-TZVPD.

Bonds (Å) are listed after each position.
Atoms and positions in Å:
1 C -0.18 0.31 -1.77  O2 1.439, S6 1.954, H7 1.129, H8 1.068
2 O -0.51 -0.83 -0.96  C1 1.439, C3 1.436
3 C -0.51 -0.37 0.40  O2 1.436, C4 1.445, C5 1.454, H9 1.051
4 C 0.05 -0.62 1.71  C3 1.445, C5 1.683, H10 1.182, H11 1.161
5 C 0.71 0.40 0.55  C3 1.454, C4 1.683, S6 1.879, H12 1.044
6 S 0.43 1.80 -0.67  C1 1.954, C5 1.879
7 H 0.53 0.07 -2.62  C1 1.129
8 H -1.03 0.71 -2.27  C1 1.068
9 H -1.46 0.07 0.50  C3 1.051
10 H -0.73 -0.39 2.57  C4 1.182
11 H 1.06 -1.06 2.07  C4 1.161
12 H 1.64 -0.08 0.50  C5 1.044

The calculation puts the calculated total energy at -629.256600 hartree. The value obtained for the LUMO energy is 0.82 eV. As for the HOMO-LUMO gap: 9.7009 eV. The calculation puts the energy above the lowest of the compared OMol25 structures with the same formula, charge and spin at 119.6 kcal per mole. The SMILES is C1O[C@H]2C[C@@H]2S1.